Formula: CH3NO3S
Source: the Open Molecules 2025 dataset
Level of theory: the ωB97M-V functional and the def2-TZVPD basis

Last column: Löwdin charge in e.
Geometry (Å):
S (1.884, 0.263, -0.213)  0.6304
O (2.932, 2.977, -0.932)  0.0440
O (2.552, -0.278, 0.922)  -0.3738
O (2.265, -0.303, -1.467)  -0.3675
N (2.067, 2.748, -0.233)  0.0625
C (0.081, -0.184, 0.063)  -0.1772
H (0.090, -1.211, 0.456)  0.0516
H (-0.590, -0.126, -0.796)  0.0397
H (-0.477, 0.563, 0.783)  0.0904

Output
- calculated total energy (eV) = -19549.1398
- energy above the lowest of the compared OMol25 structures with the same formula, charge and spin (kcal/mol) = 96.28
- gap between HOMO and LUMO (alpha / beta) (hartree) = 0.3014 / 0.2920

***

Formula: C24H36O18
Source: the Open Molecules 2025 dataset
Level of theory: the ωB97M-V functional and the def2-TZVPD basis

Last column: Löwdin charge in e.
Geometry (Å):
O (-6.275, 2.218, 1.311)  0.0669
O (5.111, -4.391, 4.374)  0.1342
O (3.718, 2.036, 1.492)  0.1050
O (-3.247, -2.391, 2.381)  0.0847
O (-1.388, -1.535, 3.284)  0.0371
O (-4.119, 2.111, 0.616)  0.0938
O (2.499, 0.492, 2.479)  0.1072
O (-1.312, -3.584, 2.242)  0.1126
O (0.235, 1.698, -5.163)  0.0368
O (3.259, -5.645, 3.920)  0.0825
O (-0.493, 3.321, -6.398)  0.0673
O (4.519, -0.365, -4.085)  0.0806
O (-4.944, 4.067, 1.013)  0.1009
O (4.028, 0.160, -2.086)  0.1028
O (1.837, 1.027, 0.545)  0.0796
O (3.272, -3.538, 3.360)  0.0741
O (5.497, -1.635, -2.440)  0.1035
O (1.704, 3.373, -5.759)  0.1233
C (-1.658, 2.454, -6.189)  -0.0384
C (-1.970, -2.625, 2.645)  -0.5041
C (0.590, 2.864, -5.771)  -0.5254
C (-2.475, -0.772, 3.812)  -0.2699
C (-1.651, 1.189, -3.967)  -0.0237
C (-2.040, 0.760, 3.696)  0.0025
C (0.798, 0.139, 0.949)  -0.2776
C (3.088, 2.407, -2.469)  0.0168
C (-2.055, 2.538, -0.489)  -0.0140
C (-3.663, -1.151, 2.926)  -0.0710
C (-2.936, 2.972, 0.665)  -0.2595
C (2.014, -5.514, 3.233)  -0.2988
C (4.733, -0.704, -2.795)  -0.4909
C (2.775, 1.214, 1.456)  -0.5792
C (3.064, 0.865, -2.720)  -0.3526
C (1.910, -3.990, 3.183)  -0.1028
C (0.517, -0.866, -0.195)  0.0086
C (0.892, -6.224, 3.951)  -0.0172
C (3.982, -4.518, 3.927)  -0.5532
C (3.391, 0.493, -4.136)  -0.1063
C (-5.155, 2.762, 1.004)  -0.5652
C (1.406, -0.416, 2.243)  -0.0367
C (-3.693, 4.300, 0.452)  -0.1077
C (-1.137, 1.331, -5.332)  -0.3375
H (-2.620, 2.736, -1.400)  0.0804
H (-2.441, 2.990, 1.636)  0.1433
H (1.039, -7.299, 4.051)  0.0863
H (-0.111, -0.487, -1.001)  0.0650
H (1.459, -1.304, -0.525)  0.0984
H (-0.151, 0.622, 1.180)  0.1119
H (-1.341, 0.975, 4.504)  0.0828
H (3.542, 1.379, -4.753)  0.1308
H (-2.719, -1.064, 4.834)  0.1532
H (2.724, 2.977, -3.325)  0.0646
H (2.526, -0.053, -4.512)  0.1279
H (-1.056, 0.405, -3.498)  0.0884
H (-3.787, -0.492, 2.067)  0.1369
H (2.588, 2.613, -1.523)  0.0683
H (-1.761, 1.508, -0.283)  0.0758
H (-1.542, 1.074, 2.779)  0.0515
H (4.108, 2.791, -2.464)  0.0950
H (0.737, -0.198, 3.075)  0.1140
H (2.205, -5.859, 2.217)  0.1578
H (-1.555, 2.113, -3.396)  0.0848
H (1.663, -1.471, 2.333)  0.1182
H (-3.669, 4.615, -0.591)  0.1375
H (2.056, 0.518, -2.497)  0.1324
H (-2.415, 3.056, -5.687)  0.1401
H (-1.161, 3.146, -0.628)  0.1022
H (-4.527, -1.322, 3.569)  0.1453
H (-0.139, -1.609, 0.259)  0.0762
H (0.760, -5.892, 4.981)  0.0892
H (-3.246, 5.117, 1.018)  0.1414
H (-2.688, 0.867, -3.877)  0.0997
H (-0.988, 0.451, -5.957)  0.1626
H (-1.841, 2.049, -7.185)  0.1392
H (-0.101, -6.022, 3.548)  0.0820
H (1.187, -3.514, 3.845)  0.1292
H (1.549, -3.737, 2.186)  0.1158
H (-2.916, 1.389, 3.853)  0.0830

Output
- calculated total energy (eV) = -62325.5117
- energy above the lowest of the compared OMol25 structures with the same formula, charge and spin (kcal/mol) = 88.01
- gap between HOMO and LUMO (hartree) = 0.3779
- SMILES string = C[C@H]1COC(=O)O1.C[C@H]1COC(=O)O1.C[C@H]1COC(=O)O1.C[C@H]1COC(=O)O1.C[C@H]1COC(=O)O1.C[C@H]1COC(=O)O1

***

Formula: ClH3N2S
Source: the Open Molecules 2025 dataset
Level of theory: the ωB97M-V functional and the def2-TZVPD basis

Last column: Löwdin charge in e.
Geometry (Å):
Cl (-1.515, 1.463, -1.011)  -0.0170
S (-0.574, -0.434, -0.271)  0.5869
N (-0.602, -0.264, 1.289)  -0.3438
N (0.981, -0.036, -0.611)  -0.3083
H (1.649, -0.574, -1.192)  0.0771
H (1.531, 0.344, 0.186)  0.0759
H (-1.469, -0.499, 1.609)  -0.0707

Output
- calculated total energy (eV) = -26385.0290
- energy above the lowest of the compared OMol25 structures with the same formula, charge and spin (kcal/mol) = 1.73
- gap between HOMO and LUMO (hartree) = 0.3462

***

Formula: CH3O2S2
Source: the Open Molecules 2025 dataset
Level of theory: the ωB97M-V functional and the def2-TZVPD basis

Last column: Löwdin charge in e.
Geometry (Å):
S (1.871, -1.226, 0.583)  0.1098
S (0.001, 0.147, 0.960)  0.5480
O (-1.725, 0.374, 0.613)  -0.4505
O (0.649, 1.458, 0.962)  -0.5807
C (-0.944, 0.032, -0.536)  -0.4454
H (2.206, -0.485, -0.407)  -0.3504
H (-1.310, -1.027, -0.775)  0.0826
H (-0.749, 0.727, -1.398)  0.0867

Output
- calculated total energy (eV) = -26849.9061
- energy above the lowest of the compared OMol25 structures with the same formula, charge and spin (kcal/mol) = 68.94
- gap between HOMO and LUMO (hartree) = 0.2608
- total charge = -1

***

Formula: C22H44FNO8
Source: the Open Molecules 2025 dataset
Level of theory: the ωB97M-V functional and the def2-TZVPD basis

Last column: Löwdin charge in e.
Geometry (Å):
F (-0.408, 2.200, -2.561)  -0.0584
O (-1.131, 1.717, 1.796)  -0.1494
O (0.272, 1.453, 5.375)  -0.1614
O (3.945, 3.898, -0.895)  0.1016
O (5.368, 2.487, -1.912)  0.1213
O (3.974, 0.287, -0.601)  -0.0934
O (-3.576, -4.239, -2.825)  -0.1592
O (0.889, -1.100, -3.820)  -0.1673
O (1.083, -0.364, 0.424)  -0.1669
N (3.173, 2.014, -1.984)  -0.0077
C (0.553, 3.444, 6.610)  -0.1672
C (-0.165, 0.795, 2.253)  -0.1919
C (-0.008, -0.415, 1.331)  -0.1646
C (3.410, -0.841, 0.045)  -0.1671
C (-4.479, -3.131, -2.807)  -0.2128
C (-4.134, -5.331, -2.092)  -0.2033
C (3.483, 0.593, -1.896)  -0.1491
C (0.287, 2.874, 5.223)  -0.2045
C (-0.751, -2.585, -2.991)  -0.1633
C (1.426, 2.352, 7.227)  -0.1694
C (2.347, -0.455, 1.056)  -0.1849
C (-1.483, 3.962, 0.994)  -0.0538
C (-0.657, 2.682, 0.866)  -0.2605
C (-5.801, -3.668, -2.275)  -0.1686
C (-0.222, -3.125, -4.317)  -0.1591
C (0.346, -1.609, -2.595)  -0.2032
C (4.141, 2.872, -1.498)  -0.5674
C (1.789, 2.358, -1.669)  -0.1248
C (0.785, 1.092, 6.658)  -0.2024
C (0.940, 2.139, -2.911)  -0.1592
C (-5.323, -4.766, -1.327)  -0.1695
C (0.412, -1.880, -4.921)  -0.1940
H (1.135, 1.166, -3.364)  0.0949
H (0.055, -1.340, 1.919)  0.1222
H (-4.995, -4.332, -0.381)  0.1138
H (-0.040, 0.748, 7.290)  0.1172
H (-6.399, -2.899, -1.788)  0.1119
H (-0.841, 4.831, 1.135)  0.0693
H (1.252, -2.099, -5.581)  0.1166
H (-0.999, -3.552, -4.948)  0.1126
H (-4.449, -6.110, -2.794)  0.1169
H (2.455, 2.447, 6.874)  0.1134
H (1.436, 2.362, 8.316)  0.1104
H (-2.095, 4.138, 0.111)  0.0685
H (4.234, 0.327, -2.639)  0.1398
H (-0.730, 2.280, -0.149)  0.0984
H (-0.381, 3.539, 7.167)  0.1141
H (-0.324, -1.292, -5.480)  0.1192
H (2.308, -1.184, 1.876)  0.1300
H (-0.014, -0.775, -1.992)  0.1103
H (1.033, 4.420, 6.577)  0.1119
H (-0.907, -0.473, 0.715)  0.1312
H (1.143, -2.114, -2.037)  0.1088
H (1.408, 1.746, -0.846)  0.1058
H (-1.690, -2.053, -3.153)  0.1068
H (2.993, -1.538, -0.688)  0.1194
H (-0.668, 3.189, 4.801)  0.1198
H (-4.554, -2.725, -3.817)  0.1185
H (0.403, 2.883, 1.057)  0.1126
H (-0.928, -3.356, -2.245)  0.1126
H (5.997, 3.061, -1.457)  0.1288
H (-3.362, -5.745, -1.442)  0.1162
H (0.797, 1.302, 2.391)  0.1134
H (1.082, 3.152, 4.522)  0.1186
H (2.644, 0.511, 1.482)  0.1287
H (1.491, 0.270, 6.534)  0.1162
H (1.741, 3.401, -1.367)  0.1262
H (0.537, -3.891, -4.140)  0.1148
H (-2.137, 3.875, 1.861)  0.0734
H (-6.390, -4.099, -3.087)  0.1137
H (-0.488, 0.466, 3.241)  0.1153
H (4.223, -1.353, 0.562)  0.1267
H (-4.077, -2.351, -2.150)  0.1152
H (2.559, 0.050, -2.089)  0.1114
H (1.136, 2.925, -3.643)  0.1250
H (-6.080, -5.519, -1.114)  0.1107

Output
- calculated total energy (eV) = -44113.1876
- gap between HOMO and LUMO (hartree) = 0.3620
- SMILES string = CCOCCOCCOCN(CCF)C(=O)O.C1CCOC1.C1CCOC1.C1CCOC1

***

Formula: C22H26F16O11
Source: the Open Molecules 2025 dataset
Level of theory: the ωB97M-V functional and the def2-TZVPD basis

Last column: Löwdin charge in e.
Geometry (Å):
F (8.623, 1.572, -2.952)  0.1426
F (-4.552, -0.405, 0.985)  0.1634
F (3.099, 3.536, -0.725)  0.0827
F (-5.404, -1.100, -1.578)  0.1308
F (7.222, -0.063, -3.060)  0.1521
F (4.028, 3.572, -3.353)  0.1496
F (-4.070, 0.523, -2.459)  0.0897
F (0.033, 0.959, 2.862)  0.0607
F (1.103, 2.589, 1.563)  0.0843
F (4.897, 2.476, -0.072)  0.1107
F (8.556, 1.143, 0.015)  0.0903
F (-0.363, 1.069, -0.089)  0.1187
F (9.636, -0.202, -1.313)  0.1183
F (5.371, 4.544, -2.039)  0.1129
F (-2.900, -1.061, -0.303)  0.1376
F (-1.284, 3.030, 0.292)  0.1246
O (3.945, 1.935, -5.906)  0.1595
O (-3.653, -1.482, 3.938)  0.1674
O (-7.761, -3.881, -1.685)  0.1663
O (2.623, 1.372, -4.210)  0.0397
O (-5.518, -3.998, -1.564)  0.0701
O (-2.379, -1.593, 5.784)  0.0727
O (1.973, 0.864, -6.258)  0.0615
O (-6.745, -3.886, 0.304)  0.0784
O (6.727, 1.709, -1.797)  0.0248
O (-3.158, 1.098, 0.117)  0.0373
O (-2.379, 0.269, 4.615)  0.0626
C (-1.674, 0.608, 5.788)  -0.0947
C (-2.322, 1.167, 1.253)  -0.0635
C (4.105, 2.721, -1.132)  -0.3005
C (-2.885, -0.949, 4.668)  -0.5525
C (-1.552, -0.709, 6.528)  -0.3187
C (-0.093, -1.228, 6.588)  -0.0116
C (-4.698, 0.016, -1.355)  -0.2740
C (1.628, 0.392, -3.972)  -0.2725
C (7.727, 0.860, -2.224)  -0.5239
C (-5.359, -3.763, 0.739)  -0.2884
C (-1.024, 1.812, 0.840)  -0.4305
C (-4.542, -4.021, -0.556)  -0.0967
C (2.933, 1.452, -5.501)  -0.5769
C (4.841, 3.325, -2.332)  -0.4514
C (-3.824, -0.095, -0.096)  -0.5277
C (-5.170, -4.823, 1.769)  -0.0417
C (-0.062, 2.046, 2.024)  -0.2618
C (0.926, 0.433, -5.346)  -0.0641
C (8.418, 0.245, -0.997)  -0.2879
C (0.706, 1.010, -2.892)  -0.0136
C (6.009, 2.426, -2.784)  -0.0505
C (-6.757, -3.936, -1.059)  -0.5754
H (0.166, 1.213, -5.395)  0.1322
H (-3.756, -3.291, -0.739)  0.1128
H (-5.206, -2.770, 1.156)  0.1339
H (-1.954, -0.658, 7.541)  0.1506
H (-2.882, 1.751, 1.985)  0.1589
H (-0.096, -2.257, 6.938)  0.0855
H (7.800, -0.527, -0.536)  0.1719
H (3.608, 1.799, -1.454)  0.1603
H (-5.411, 0.837, -1.192)  0.1755
H (0.026, 1.818, -3.149)  0.0948
H (-2.261, 1.359, 6.317)  0.1395
H (0.357, -1.180, 5.595)  0.0865
H (-0.670, 0.964, 5.556)  0.1260
H (0.579, -0.521, -5.738)  0.1346
H (5.654, 1.722, -3.545)  0.1357
H (-0.365, 2.810, 2.763)  0.1756
H (1.360, 1.401, -2.114)  0.0639
H (0.457, -0.540, 7.231)  0.0879
H (-3.999, -4.964, -0.450)  0.1284
H (2.124, -0.557, -3.761)  0.1618
H (-5.207, -5.825, 1.338)  0.0919
H (0.112, 0.168, -2.528)  0.0840
H (6.610, 3.043, -3.458)  0.1526
H (-2.061, 0.194, 1.680)  0.1432
H (-4.180, -4.783, 2.241)  0.0915
H (-5.804, -4.784, 2.655)  0.0898

Output
- calculated total energy (eV) = -89237.6837
- energy above the lowest of the compared OMol25 structures with the same formula, charge and spin (kcal/mol) = 35.45
- gap between HOMO and LUMO (hartree) = 0.4016
- SMILES string = FC(F)C(F)(F)COC(F)(F)C(F)F.FC(F)C(F)(F)COC(F)(F)C(F)F.C[C@H]1COC(=O)O1.C[C@H]1COC(=O)O1.C[C@H]1COC(=O)O1

***

Formula: C9H20NO4
Source: the Open Molecules 2025 dataset
Level of theory: the ωB97M-V functional and the def2-TZVPD basis

Last column: Löwdin charge in e.
Geometry (Å):
O (0.562, 1.627, -1.452)  0.0423
O (-0.272, -1.207, -1.361)  0.0399
O (2.971, 0.629, -0.645)  -0.0218
O (-1.589, 0.502, 1.564)  -0.0107
N (1.037, -0.063, 0.286)  0.0781
C (-3.462, -0.064, -0.983)  -0.0967
C (-2.371, 0.965, -0.846)  -0.1826
C (-1.271, 0.464, 0.169)  -0.1984
C (-0.287, -0.853, -0.052)  -0.4374
C (3.156, -1.389, 0.534)  0.0145
C (0.907, 2.451, 0.872)  0.0383
C (0.478, 1.334, -0.150)  -0.3656
C (2.282, -0.531, -0.289)  -0.4253
C (-0.631, -1.964, 0.936)  0.0339
H (-3.283, -0.922, -1.568)  0.0559
H (-0.063, -0.413, -2.017)  0.1874
H (-2.734, 2.041, -0.446)  0.1700
H (-3.724, -0.311, 0.073)  0.0895
H (-0.198, -1.598, 1.900)  0.1021
H (-0.127, -2.880, 0.608)  0.0968
H (1.960, 2.717, 0.624)  0.0989
H (0.278, 3.254, 0.526)  0.0899
H (3.943, 0.656, -0.304)  0.1735
H (4.249, -1.484, 0.323)  0.1151
H (-4.403, 0.381, -1.542)  0.1262
H (-2.258, 1.238, 1.583)  0.1356
H (2.880, -2.381, 0.826)  0.0798
H (-1.774, -2.118, 1.006)  0.1361
H (0.954, 0.173, 1.324)  0.1842
H (1.982, -0.903, -1.219)  0.1386
H (-1.789, 1.245, -1.772)  0.1145
H (0.730, 1.972, 1.867)  0.1013
H (3.043, -0.751, 1.523)  0.1399
H (1.283, 2.251, -1.695)  0.1562

Output
- calculated total energy (eV) = -19327.6877
- energy above the lowest of the compared OMol25 structures with the same formula, charge and spin (kcal/mol) = 53.15
- gap between HOMO and LUMO (hartree) = 0.3699
- total charge = +1